1 | {
  "formula": "C33H45BF4FeN3OSi",
  "method": "wB97M-V/def2-TZVPD",
  "species": ["Fe", "O", "C", "C", "C", "C", "C", "C", "N", "H", "H", "H", "H", "H", "H", "H", "H", "H", "H", "H", "C", "C", "C", "N", "C", "C", "H", "H", "H", "H", "H", "F", "B", "F", "F", "F", "C", "C", "C", "C", "C", "C", "C", "C", "N", "H", "H", "H", "H", "H", "H", "C", "Si", "C", "C", "C", "H", "H", "H", "H", "H", "H", "H", "H", "H", "H", "H", "C", "C", "C", "C", "C", "C", "C", "C", "C", "C", "H", "H", "H", "H", "H", "H", "H", "H", "H", "H", "H", "H"],
  "xyz": [[0.5670, -0.0291, -0.5522], [-1.6293, 0.0676, 0.2337], [-2.6962, 0.6401, 0.1963], [-3.9971, -0.0380, 0.5244], [-4.6383, -0.4674, -0.8153], [-4.6368, 0.5634, -1.9625], [-3.2358, 0.9000, -2.5201], [-2.5267, 2.0232, -1.7521], [-2.8520, 1.9248, -0.3033], [-4.6496, 0.6637, 1.0569], [-3.8274, -0.9150, 1.1479], [-5.6608, -0.7914, -0.6109], [-4.0910, -1.3412, -1.1657], [-5.1650, 1.4804, -1.6618], [-5.2311, 0.1291, -2.7702], [-3.2884, 1.1699, -3.5753], [-2.6177, -0.0017, -2.4756], [-2.8580, 3.0042, -2.0894], [-1.4504, 1.9695, -1.8826], [-3.7996, 2.2336, -0.1504], [5.4676, 0.4926, -1.9593], [5.1281, -0.0378, -0.7263], [3.7971, -0.3423, -0.4781], [2.8347, -0.1475, -1.3727], [3.1615, 0.3529, -2.5628], [4.4696, 0.6879, -2.8962], [6.4958, 0.7507, -2.1854], [5.8749, -0.2107, 0.0386], [3.4620, -0.7553, 0.4710], [2.3524, 0.4889, -3.2710], [4.6837, 1.0978, -3.8749], [0.0444, 0.6305, -2.8567], [-0.2068, 0.9296, -4.2459], [-1.1796, 0.0367, -4.7325], [1.0078, 0.7770, -4.9602], [-0.6669, 2.2607, -4.3323], [0.3576, -2.1123, -1.7639], [-0.8997, -2.7021, -1.6152], [-1.2396, -3.5328, -0.4931], [-2.4848, -4.0811, -0.3432], [-3.4965, -3.8938, -1.3116], [-3.1748, -3.1117, -2.4419], [-1.9471, -2.5253, -2.5863], [-4.8007, -4.4517, -1.1417], [-5.8576, -4.9045, -1.0044], [0.5910, -1.6734, -2.7305], [1.1944, -2.5252, -1.2109], [-0.4772, -3.7018, 0.2597], [-2.7094, -4.6863, 0.5288], [-3.9289, -2.9788, -3.2103], [-1.7308, -1.9230, -3.4636], [-0.4128, 4.6984, -0.6469], [0.6560, 3.6791, 0.5279], [2.1294, 4.8166, 0.9122], [-0.2924, 3.6616, 2.1596], [1.1581, 2.0840, -0.1648], [-0.3713, 5.7658, -0.4002], [-1.4553, 4.3705, -0.5884], [-0.0778, 4.5715, -1.6849], [1.8069, 5.7820, 1.3224], [2.7198, 5.0061, 0.0077], [2.7959, 4.3414, 1.6438], [-0.5628, 4.6829, 2.4580], [0.3064, 3.2227, 2.9636], [-1.2120, 3.0721, 2.0698], [2.0796, 1.7408, 0.3257], [1.4070, 2.2544, -1.2258], [0.5422, 0.2838, 2.9848], [0.8732, -1.1615, 2.6179], [-0.3716, -2.0114, 2.9111], [1.2097, -1.2666, 1.1239], [2.0990, -1.6485, 3.3928], [2.1504, -2.8760, 4.0501], [3.3204, -3.3341, 4.6543], [4.4755, -2.5690, 4.6274], [4.4412, -1.3335, 3.9874], [3.2764, -0.8866, 3.3834], [-0.1991, 0.6578, 2.2790], [1.4134, 0.9355, 2.8991], [0.1465, 0.3643, 4.0069], [-1.2035, -1.6086, 2.3300], [-0.6348, -1.9911, 3.9793], [-0.2366, -3.0504, 2.6004], [1.6006, -2.2796, 0.9330], [1.2648, -3.4968, 4.0911], [3.3237, -4.2997, 5.1481], [5.3858, -2.9229, 5.0979], [5.3338, -0.7170, 3.9535], [3.2761, 0.0683, 2.8696]],
  "s_squared": 8.768,
  "lumo_ha": [0.1602, 0.1600],
  "multiplicity": 6,
  "total_charge": -2
}


2 | {
  "formula": "C33H45BF4FeN3OSi",
  "method": "wB97M-V/def2-TZVPD",
  "species": ["Fe", "O", "C", "C", "C", "C", "C", "C", "N", "H", "H", "H", "H", "H", "H", "H", "H", "H", "H", "H", "C", "C", "C", "N", "C", "C", "H", "H", "H", "H", "H", "F", "B", "F", "F", "F", "C", "C", "C", "C", "C", "C", "C", "C", "N", "H", "H", "H", "H", "H", "H", "C", "Si", "C", "C", "C", "H", "H", "H", "H", "H", "H", "H", "H", "H", "H", "H", "C", "C", "C", "C", "C", "C", "C", "C", "C", "C", "H", "H", "H", "H", "H", "H", "H", "H", "H", "H", "H", "H"],
  "xyz": [[0.2230, -0.3970, -0.3010], [0.0666, -0.9651, 1.9116], [0.4950, -0.8213, 3.0445], [0.4957, 0.4712, 3.8100], [1.9396, 1.0138, 3.7886], [3.0460, 0.0828, 4.3080], [3.4786, -1.0166, 3.3246], [2.4626, -2.1695, 3.1278], [1.1543, -1.8665, 3.7119], [0.1842, 0.2857, 4.8456], [-0.1731, 1.1919, 3.3481], [1.9474, 1.9475, 4.3521], [2.1764, 1.2892, 2.7626], [2.7707, -0.3496, 5.2800], [3.9255, 0.7018, 4.5051], [4.4311, -1.4389, 3.6582], [3.6716, -0.5378, 2.3637], [2.8255, -3.0941, 3.5813], [2.3019, -2.3665, 2.0730], [1.2760, -1.6225, 4.6858], [5.2289, -0.6740, -0.9944], [4.4914, -1.8421, -0.8724], [3.1599, -1.7450, -0.4989], [2.5554, -0.5845, -0.2519], [3.2636, 0.5424, -0.3818], [4.6024, 0.5388, -0.7413], [6.2706, -0.7062, -1.2911], [4.9251, -2.8130, -1.0745], [2.5297, -2.6198, -0.4153], [2.7390, 1.4675, -0.1913], [5.1289, 1.4794, -0.8295], [0.6848, 1.7043, 0.7982], [0.9618, 3.1017, 1.0399], [0.4338, 3.4367, 2.2908], [2.3732, 3.2432, 1.0782], [0.4400, 3.8740, 0.0311], [-2.2238, 0.2998, 0.0042], [-2.7670, 1.4981, -0.4095], [-2.8515, 2.6605, 0.4331], [-3.4420, 3.8171, 0.0176], [-3.9886, 3.9479, -1.2798], [-3.8583, 2.8416, -2.1506], [-3.2690, 1.6806, -1.7468], [-4.6295, 5.1357, -1.6932], [-5.1668, 6.1074, -2.0289], [-2.2901, -0.5649, -0.6446], [-1.9646, 0.1385, 1.0436], [-2.4072, 2.6103, 1.4205], [-3.4824, 4.6693, 0.6875], [-4.2309, 2.9287, -3.1663], [-3.1605, 0.8593, -2.4464], [1.3296, -4.6891, -2.2489], [0.1549, -4.2484, -0.8238], [-1.2903, -5.4805, -0.9765], [1.0114, -4.8480, 0.7670], [-0.3292, -2.5037, -0.8698], [1.6589, -5.7307, -2.1908], [2.2164, -4.0523, -2.2468], [0.8343, -4.5446, -3.2118], [-0.9557, -6.5221, -1.0021], [-1.8716, -5.2830, -1.8800], [-1.9659, -5.3631, -0.1255], [0.9566, -5.9378, 0.8442], [0.5143, -4.4229, 1.6430], [2.0655, -4.5716, 0.8164], [-1.2224, -2.3788, -0.2394], [-0.6149, -2.2261, -1.8921], [1.7039, 1.7509, -3.8471], [0.8582, 0.5214, -3.4874], [1.7492, -0.7190, -3.6301], [0.2819, 0.6229, -2.0922], [-0.3788, 0.4205, -4.3817], [-0.8848, -0.8133, -4.8012], [-2.0693, -0.9064, -5.5168], [-2.7875, 0.2343, -5.8447], [-2.3014, 1.4688, -5.4336], [-1.1216, 1.5576, -4.7148], [2.5827, 1.7779, -3.1991], [1.1590, 2.6790, -3.6842], [2.0431, 1.7167, -4.8896], [2.7111, -0.5262, -3.1488], [1.9427, -0.9690, -4.6791], [1.3047, -1.5802, -3.1306], [-0.1396, 1.6306, -1.9512], [-0.3623, -1.7233, -4.5387], [-2.4393, -1.8832, -5.8079], [-3.7204, 0.1626, -6.3907], [-2.8597, 2.3726, -5.6484], [-0.8012, 2.5280, -4.3617]],
  "s_squared": 8.772,
  "lumo_ha": [0.1494, 0.1493],
  "multiplicity": 6,
  "total_charge": -2
}


What are the relative energies? In hartree: 1 0.0000; 2 0.0209.


1 | {
  "formula": "C18H43ClN5O8",
  "method": "wB97M-V/def2-TZVPD",
  "species": ["Cl", "O", "O", "O", "O", "C", "C", "N", "C", "C", "C", "C", "H", "H", "H", "H", "H", "H", "H", "H", "H", "H", "H", "H", "H", "H", "H", "C", "O", "N", "C", "C", "H", "H", "H", "H", "H", "H", "H", "C", "O", "N", "C", "C", "H", "H", "H", "H", "H", "H", "H", "C", "O", "N", "C", "C", "H", "H", "H", "H", "H", "H", "H", "C", "O", "N", "C", "C", "H", "H", "H", "H", "H", "H", "H"],
  "xyz": [[3.3488, 6.3685, 36.6150], [4.7718, 6.5900, 36.5723], [2.9372, 5.1704, 35.9707], [2.9055, 6.2596, 37.9327], [2.7322, 7.5383, 36.0873], [-1.7608, 9.2192, 31.9844], [-1.8076, 9.5831, 33.4678], [-0.7819, 10.4998, 33.8210], [-0.7635, 11.6921, 33.0489], [-2.1689, 12.3520, 32.9713], [0.5383, 9.8268, 33.8751], [1.6514, 10.7067, 34.5887], [-2.4080, 8.3519, 31.8544], [-0.7889, 9.1157, 31.5018], [-2.2624, 9.9836, 31.3909], [-2.7629, 9.9985, 33.7887], [-1.6941, 8.7182, 34.1213], [-0.0475, 12.3357, 33.5599], [-0.4477, 11.5201, 32.0199], [-2.9654, 11.7902, 32.4833], [-2.4886, 12.5036, 34.0023], [-2.0490, 13.2868, 32.4237], [0.8320, 9.5053, 32.8758], [0.3885, 8.9068, 34.4401], [1.3622, 11.0828, 35.5700], [1.9238, 11.5953, 34.0192], [2.5566, 10.0999, 34.6080], [-0.3218, 8.0648, 38.8911], [-0.1289, 8.2076, 40.1071], [-1.3563, 8.6565, 38.2663], [-1.4235, 8.7424, 36.7953], [-2.4975, 9.2990, 38.9439], [0.3731, 7.4782, 38.2704], [-0.5883, 8.2258, 36.3223], [-1.3160, 9.7426, 36.3757], [-2.3939, 8.3183, 36.5374], [-2.4727, 10.3710, 38.7481], [-3.4364, 8.8464, 38.6248], [-2.3285, 9.2287, 40.0184], [5.7912, 9.1821, 34.4308], [6.3788, 8.5997, 33.4560], [6.0565, 10.4740, 34.7631], [5.4487, 11.1251, 35.8683], [6.8820, 11.3515, 33.9137], [5.1194, 8.7057, 35.1614], [4.4998, 11.6515, 35.7654], [6.0847, 11.8929, 36.3090], [5.3761, 10.4174, 36.6941], [6.9896, 10.9280, 32.9151], [6.4083, 12.3271, 33.8040], [7.8795, 11.4080, 34.3494], [5.5119, 3.1176, 37.7383], [5.4939, 2.6655, 38.8974], [6.4986, 3.0375, 36.8504], [6.2366, 3.3446, 35.4550], [7.8593, 2.4716, 37.0627], [4.6335, 3.6067, 37.2894], [5.3548, 3.9399, 35.2184], [6.1787, 2.4253, 34.8722], [7.0586, 4.0139, 35.2007], [8.0048, 2.2558, 38.1212], [7.9499, 1.5370, 36.5092], [8.6464, 3.1487, 36.7307], [2.5561, 1.9021, 40.9709], [2.4192, 0.9815, 41.7649], [1.5773, 2.2849, 40.1273], [1.7487, 3.2314, 39.0283], [0.2525, 1.6865, 40.1955], [3.5044, 2.4258, 40.7748], [1.5586, 2.7564, 38.0658], [2.7742, 3.6007, 39.0218], [0.9767, 3.9975, 39.1004], [-0.4641, 2.4715, 40.4370], [-0.0941, 1.5351, 39.1732], [0.1851, 0.7908, 40.8130]],
  "lumo_ha": 0.0883,
  "total_charge": -1
}


2 | {
  "formula": "C18H43ClN5O8",
  "method": "wB97M-V/def2-TZVPD",
  "species": ["Cl", "O", "O", "O", "O", "C", "C", "N", "C", "C", "C", "C", "H", "H", "H", "H", "H", "H", "H", "H", "H", "H", "H", "H", "H", "H", "H", "C", "O", "N", "C", "C", "H", "H", "H", "H", "H", "H", "H", "C", "O", "N", "C", "C", "H", "H", "H", "H", "H", "H", "H", "C", "O", "N", "C", "C", "H", "H", "H", "H", "H", "H", "H", "C", "O", "N", "C", "C", "H", "H", "H", "H", "H", "H", "H"],
  "xyz": [[19.5385, -18.2152, -14.2479], [19.0463, -17.4526, -13.1258], [18.8793, -19.4919, -14.3218], [19.3525, -17.4935, -15.4857], [20.9270, -18.4901, -14.0120], [19.1605, -16.4871, -19.3198], [17.9188, -17.2327, -19.8340], [17.7293, -18.6433, -19.5812], [18.4321, -19.5847, -20.4418], [18.0602, -19.4054, -21.9055], [17.6441, -19.0356, -18.1801], [16.2880, -19.6314, -17.8107], [19.2233, -16.4735, -18.2317], [19.0367, -15.4830, -19.7268], [20.0949, -16.9387, -19.6624], [17.0798, -16.7287, -19.3330], [17.6847, -16.9888, -20.8727], [19.5140, -19.5751, -20.2643], [18.0424, -20.5777, -20.1985], [18.3451, -20.2750, -22.5085], [17.0089, -19.2657, -22.1530], [18.6391, -18.5827, -22.3377], [17.8829, -18.1250, -17.6281], [18.4738, -19.7012, -17.9179], [15.5512, -18.8493, -18.0413], [16.1242, -19.6822, -16.7319], [15.9743, -20.5138, -18.3630], [20.6167, -19.9807, -11.0169], [21.0347, -19.4144, -10.0209], [20.3513, -21.3131, -11.0492], [20.1362, -22.0180, -12.2897], [20.5481, -22.1436, -9.8819], [20.5200, -19.4775, -11.9840], [19.8065, -21.3513, -13.0853], [19.4701, -22.8662, -12.1150], [21.0453, -22.5106, -12.6663], [19.6092, -22.6043, -9.5733], [21.4208, -22.7848, -10.0179], [20.8086, -21.4882, -9.0483], [22.6994, -14.8831, -13.3239], [22.7956, -14.0047, -12.4965], [23.2687, -14.8019, -14.5491], [22.9070, -15.7055, -15.6163], [24.0893, -13.6613, -14.9500], [22.1373, -15.8247, -13.2274], [22.8032, -15.2170, -16.5895], [21.9300, -16.1592, -15.4389], [23.6109, -16.5254, -15.7928], [24.5251, -13.2083, -14.0600], [24.8341, -13.9626, -15.6778], [23.3825, -12.8987, -15.2954], [19.1763, -13.2189, -12.5124], [20.1133, -12.5655, -12.1353], [19.0608, -13.7500, -13.7648], [17.7334, -14.2353, -14.1119], [20.0639, -13.6928, -14.7772], [18.2986, -13.4564, -11.8979], [17.4632, -13.7854, -15.0754], [16.9149, -14.0243, -13.4312], [17.7369, -15.3060, -14.3337], [19.5950, -13.2920, -15.6829], [20.9404, -13.1148, -14.4963], [20.4060, -14.7115, -14.9814], [21.8075, -14.7297, -8.7609], [21.9612, -13.8775, -9.6147], [21.0292, -15.8136, -8.8433], [20.2147, -16.1293, -9.9742], [20.9977, -16.7712, -7.7567], [22.4608, -14.7257, -7.8643], [19.2168, -16.4205, -9.6224], [20.4985, -16.9087, -10.6809], [20.0025, -15.2282, -10.5527], [19.9540, -17.0366, -7.5458], [21.4683, -17.7478, -7.8824], [21.3057, -16.3757, -6.7873]],
  "lumo_ha": 0.0995,
  "total_charge": -1
}


What are the relative energies? In hartree: 1 0.0029; 2 0.0000.